1.
The following is a quantum chemistry calculation of C21H19Br2CdN4O8S as an isolated structure, from OMol25.

- HOMO level: -4.296 eV
- 2S+1: 1
- Net charge: -1
- HOMO-LUMO gap: 6.28 eV

```
56
Properties=species:S:1:pos:R:3:lowdin_charge:R:1
Cd 0.59870 0.57650 0.39980 1.358
Br -0.26570 0.61620 4.37300 0.867
C -1.01910 1.69820 3.01020 -0.721
C -2.37260 1.97410 3.04260 -0.109
C -2.85940 2.85550 2.09250 -0.032
C -1.97140 3.43520 1.20100 0.004
C -0.64630 3.02530 1.21150 -0.216
N -0.17300 2.16060 2.11390 0.019
C 0.35340 3.48140 0.13560 -0.655
O 0.33980 4.65620 -0.20340 0.027
O 1.10120 2.56340 -0.30580 -0.157
H -3.01980 1.50180 3.76400 0.111
H -3.91710 3.06460 2.04690 0.116
H -2.29150 4.16210 0.47320 0.119
O -4.01390 -2.63100 2.90500 0.096
C -3.09620 -1.97690 2.43670 -0.269
C -3.22860 -0.73120 1.61010 -0.308
O -4.25070 -0.06620 1.45790 0.065
C -1.89130 -0.44010 1.10850 -0.392
C -0.94720 -1.26650 1.77570 -0.432
O 0.32370 -1.10680 1.64300 -0.235
C -1.62940 -2.25260 2.60110 -0.330
O -1.12870 -3.12590 3.30330 0.058
O -1.54600 0.44990 0.25100 -0.143
O 2.63180 -1.73790 -5.34770 0.074
C 2.17850 -1.26840 -4.16740 -0.313
C 2.60080 -0.06240 -3.60730 0.007
C 2.04690 0.35200 -2.41140 -0.160
N 1.13190 -0.35690 -1.76110 -0.043
C 0.75090 -1.50680 -2.28720 -0.709
Br -0.58070 -2.47630 -1.35860 0.877
C 1.23230 -2.02060 -3.47930 -0.044
H 3.24790 -1.11110 -5.74930 0.114
H 3.34100 0.54340 -4.10660 0.112
H 2.32420 1.29080 -1.95240 0.090
H 0.87780 -2.95690 -3.87880 0.110
C 3.07690 -2.43410 2.34600 -0.106
N 3.51360 -1.23800 3.02820 -0.221
C 4.56610 -1.47890 3.98820 -0.064
C 3.36040 -0.04120 2.40800 -0.741
S 3.29290 0.01010 0.72170 0.660
N 3.33870 1.08240 3.14590 -0.187
C 3.15680 1.08730 4.58030 -0.102
C 3.25490 2.38720 2.53210 -0.089
H 2.87620 -3.19280 3.09940 0.094
H 3.83350 -2.80380 1.64690 0.079
H 2.15040 -2.22010 1.81650 0.045
H 5.35820 -2.07190 3.51520 0.093
H 4.17740 -2.04310 4.83660 0.093
H 5.00650 -0.55160 4.33710 0.073
H 2.74850 0.13990 4.92290 0.070
H 2.44360 1.86820 4.84580 0.064
H 4.09960 1.29580 5.09720 0.087
H 3.38360 2.29150 1.45480 0.023
H 4.03630 3.03250 2.94340 0.092
H 2.27530 2.83560 2.72430 0.081
```

2.
The following is a quantum chemistry calculation of C21H19BrCrF6N3O8PS2 as an isolated structure, from OMol25.

- HOMO level (spin up / spin down): -10.787 / -10.854 eV
- 2S+1: 4
- Net charge: +1
- HOMO-LUMO gap (spin up / spin down): 5.62 / 6.38 eV

```
62
Properties=species:S:1:pos:R:3:mulliken_spin:R:1
Cr 0.32624 0.40547 -0.23191 3.193
Br 3.60750 -3.20707 5.39981 0.000
C 3.05294 -2.27217 3.93267 0.003
C 4.00205 -1.36044 3.32252 0.002
C 3.54824 -0.58625 2.28481 0.004
C 2.17243 -0.56872 1.88363 0.010
O 1.89366 0.36656 1.01235 0.001
C 1.25357 -1.53849 2.42204 0.017
C -0.13009 -1.66297 2.05005 0.045
N -0.63415 -1.06575 0.95297 -0.158
C -1.82183 -1.49972 0.41053 0.011
C -2.64322 -2.44098 1.04191 0.009
C -3.83869 -2.87907 0.41601 -0.002
C -4.25161 -2.33750 -0.78613 0.002
C -3.41390 -1.40404 -1.54062 -0.005
C -3.72544 -0.79935 -2.77653 0.011
C -2.85794 0.15012 -3.32138 -0.005
C -1.70088 0.54209 -2.60480 0.035
N -1.37739 -0.03411 -1.45351 -0.071
C -2.22261 -0.95453 -0.87404 0.018
C 1.74354 -2.38386 3.46185 0.000
H 5.00317 -1.33376 3.68790 0.000
H 4.21444 0.06068 1.76117 0.001
H -0.71481 -2.29841 2.68896 -0.004
H -2.32761 -2.88044 1.96855 0.001
H -4.42495 -3.62902 0.92577 0.000
H -5.17206 -2.67902 -1.24330 0.000
H -4.68075 -0.96965 -3.27190 0.000
H -3.00100 0.54350 -4.32281 0.000
H -1.01598 1.31453 -2.97289 -0.002
H 1.09147 -3.14109 3.84411 0.000
F 4.19585 -0.17566 -1.24321 0.000
C 4.05950 0.73442 -2.24076 0.000
F 4.95783 0.46701 -3.21405 0.000
F 4.39694 1.96335 -1.72764 0.000
S 2.32755 0.82896 -2.91911 0.005
O 1.49548 1.20227 -1.76554 -0.045
O 2.29887 1.77431 -4.01425 -0.001
N 2.13611 -0.64980 -3.53304 0.002
S 1.27263 -1.84970 -2.85153 0.002
O 0.10997 -2.08475 -3.67600 0.001
O 1.15450 -1.73136 -1.41136 0.026
C 2.51939 -3.20288 -3.11054 0.000
F 2.16906 -4.29996 -2.43965 0.000
F 3.67572 -2.73270 -2.58500 0.000
F 2.71856 -3.51649 -4.41689 0.000
C -1.13026 5.11364 0.13199 -0.003
O -0.37856 3.86936 0.09848 -0.020
P -0.84499 2.53625 0.76472 -0.053
O -0.75579 2.65335 2.36413 -0.019
C 0.42716 3.18681 3.02829 0.001
O -2.42924 2.73555 0.66588 -0.010
C -3.43675 2.01996 1.41476 -0.001
H -0.43241 5.94769 0.29462 0.000
H -1.88906 5.08733 0.89633 0.000
H -1.58037 5.21076 -0.85854 0.000
H 0.83609 4.06288 2.44415 0.000
H 1.21112 2.44771 3.07749 0.001
H 0.09766 3.47086 4.02618 -0.001
H -4.29468 2.69155 1.55357 -0.001
H -3.08208 1.64045 2.36880 0.001
H -3.76015 1.14228 0.80992 -0.001
```

3.
The following is a quantum chemistry calculation of C21H19BrF4O5P2ReS as an isolated structure, from OMol25.

- HOMO level (spin up / spin down): -15.083 / -15.063 eV
- 2S+1: 2
- Net charge: +2
- HOMO-LUMO gap (spin up / spin down): 5.49 / 5.88 eV

```
54
Properties=species:S:1:pos:R:3:mulliken_spin:R:1
Re -0.47738 -0.74442 -1.54784 0.912
F 5.95062 -0.54272 1.57486 0.000
C 4.65152 -0.60972 1.41146 0.000
C 3.79202 -0.53992 2.51396 0.000
F 4.26732 -0.40402 3.73206 0.000
C 2.41102 -0.59662 2.30756 -0.001
F 1.59962 -0.56312 3.35776 0.000
C 1.84512 -0.69142 1.03666 -0.029
P 0.00832 -0.64682 0.81956 -0.004
C -0.60088 -2.14902 1.61346 0.019
C -1.86668 -2.12432 2.20766 -0.002
C -2.29148 -3.21702 2.94316 0.000
C -1.49108 -4.35092 3.01756 0.006
C -0.25678 -4.39332 2.37606 -0.001
C 0.18992 -3.29962 1.65716 -0.006
C -0.53928 0.81048 1.74676 -0.001
C -0.52478 2.03958 1.08256 -0.001
C -0.86668 3.18988 1.77286 0.000
C -1.19638 3.12778 3.12026 -0.001
C -1.22638 1.90338 3.77456 0.001
C -0.90368 0.74118 3.09316 -0.001
C 2.72332 -0.76892 -0.04334 -0.003
Br 2.00732 -0.98682 -1.84214 0.010
C 4.10312 -0.74282 0.12736 0.004
F 4.88472 -0.82922 -0.92914 0.000
H -2.50008 -1.25312 2.10886 0.000
H -3.24758 -3.18812 3.44506 0.000
H -1.84848 -5.22232 3.54946 0.000
H 0.35962 -5.27872 2.44066 0.000
H 1.15112 -3.32382 1.16136 -0.001
H -0.25908 2.06788 0.03486 -0.005
H -0.88868 4.14128 1.26176 0.000
H -1.43588 4.02918 3.66406 0.000
H -1.49338 1.85038 4.81846 0.000
H -0.89678 -0.19872 3.62376 0.000
O -2.36638 -0.94222 -2.01454 0.025
S -1.79638 -2.00022 -2.97934 0.002
O -2.72658 -2.82192 -3.62434 0.004
O -0.83098 -2.63852 -1.98004 0.020
O -0.88808 -1.17662 -3.80614 -0.003
C -0.42538 3.83358 -2.91314 0.000
P -0.43808 2.07458 -3.37004 0.003
C -1.95438 1.70898 -4.29194 0.001
C 0.98322 1.56628 -4.37854 -0.001
O -0.39168 1.33388 -2.00324 0.053
H -0.40088 4.45708 -3.80254 0.000
H 0.43432 4.07208 -2.29124 0.000
H -1.33548 4.05338 -2.35544 0.000
H -2.00698 2.30448 -5.20104 0.000
H -2.81928 1.92028 -3.67024 0.000
H -1.94768 0.65448 -4.55644 0.000
H 1.00452 2.15578 -5.29034 0.000
H 0.84442 0.51988 -4.65014 0.000
H 1.92832 1.68958 -3.85334 0.000
```

4.
The following is a quantum chemistry calculation of C21H19CrN7OS as an isolated structure, from OMol25.

- HOMO level (spin up / spin down): -12.027 / -12.025 eV
- 2S+1: 5
- Net charge: +2
- HOMO-LUMO gap (spin up / spin down): 5.74 / 5.57 eV

```
50
Properties=species:S:1:pos:R:3:mulliken_spin:R:1
Cr -3.15189 -3.14796 -0.03634 3.905
C 6.98893 5.92796 0.07827 0.000
O 5.58249 6.17126 0.05949 0.000
C 4.75519 5.11526 0.04972 -0.001
C 3.38945 5.40987 0.03259 0.001
C 2.46358 4.39659 0.02170 -0.001
C 2.87083 3.05756 0.02741 0.002
C 4.23028 2.77463 0.04479 -0.001
C 5.17675 3.78721 0.05599 0.001
C 1.85481 2.01296 0.01523 -0.001
N 0.54866 2.21347 0.00968 0.000
C -0.00214 0.97229 -0.00233 -0.007
C 0.95612 -0.01509 -0.00434 -0.006
N 2.14589 0.66883 0.00752 0.000
C 0.64276 -1.40151 -0.01709 -0.013
C 1.56372 -2.46881 -0.02202 0.025
C 1.11393 -3.75969 -0.03616 -0.004
C -0.25903 -4.00823 -0.04471 0.066
N -1.15754 -3.03196 -0.03947 -0.071
C -0.71882 -1.73220 -0.02654 0.031
C -1.73563 -0.70871 -0.02455 0.105
N -3.04334 -1.12714 -0.03601 -0.040
C -3.99275 -0.19837 -0.03703 0.071
C -3.72771 1.16857 -0.02533 0.002
C -2.42423 1.59344 -0.01279 0.021
C -1.39095 0.64150 -0.01295 -0.039
H 7.45593 6.90581 0.08442 0.000
H 7.30119 5.38012 -0.81167 0.000
H 7.27741 5.38014 0.97622 0.000
H 3.08986 6.44944 0.02810 0.000
H 1.40549 4.62314 0.00831 0.000
H 4.59121 1.75084 0.05108 0.000
H 6.22657 3.53798 0.06971 0.000
H 3.07333 0.27946 0.00763 0.000
H 2.62865 -2.27091 -0.01487 0.002
H 1.80113 -4.59359 -0.04078 -0.001
H -0.62980 -5.02390 -0.05645 -0.017
H -5.02154 -0.53928 -0.04874 -0.008
H -4.55021 1.86954 -0.02651 0.000
H -2.16800 2.64611 -0.00313 0.001
N -5.33040 -3.27245 -0.02734 -0.028
N -5.86230 -4.57434 -0.01013 0.016
C -5.05097 -5.65174 -0.02339 0.011
N -5.63452 -6.83533 -0.03021 0.005
S -3.35318 -5.51884 -0.03117 -0.033
H -5.67546 -2.77558 0.79506 0.004
H -5.69119 -2.78943 -0.85125 0.004
H -6.86861 -4.66494 0.00885 -0.001
H -6.63518 -6.96044 -0.04358 0.000
H -5.05879 -7.66357 -0.03488 0.000
```